[1]
The following is a quantum chemistry calculation of a 2-piece molecular cluster, C29H59N3O5P overall, from OMol25.

Cartesian coordinates (Å):
C  -4.0587  3.9892  -4.4429
C  -2.9380  3.3880  -3.4067
C  -1.3853  3.6266  -3.9775
C  -0.4449  2.5505  -3.1739
C  1.1450  2.9442  -3.0903
C  1.9950  1.5181  -3.2836
C  2.1147  0.7778  -1.8261
C  0.7808  -0.1503  -1.4390
C  1.1324  -0.8528  0.0028
C  0.2332  -2.1986  0.3394
C  1.2260  -3.2386  1.1273
C  1.3566  -3.0156  2.7758
C  0.5439  -1.8673  3.6270
C  1.3020  -0.4065  3.5813
C  1.4861  0.3090  5.0451
C  2.6559  -0.4836  5.9181
C  4.1218  0.0433  5.3180
C  4.4945  1.3999  6.1733
C  4.9068  2.6143  5.1077
O  6.3455  2.4778  4.7933
C  6.6383  3.5661  3.8304
C  2.3277  -4.0301  3.6215
N  3.0900  -5.1243  2.9082
C  3.0102  -5.3840  1.3889
C  3.9115  -6.6345  0.8315
O  5.3717  -6.2894  0.7876
C  5.6475  -5.3145  -0.2779
C  2.0782  -4.4763  0.3925
P  1.8630  -4.7413  -1.4828
N  3.0523  -5.5549  -2.2151
O  1.7801  -3.1707  -2.3095
O  0.3444  -5.6217  -1.6907
H  -3.9248  5.1558  -4.4770
H  -5.1248  3.7058  -4.0300
H  -3.8427  3.5019  -5.5035
H  -2.9607  3.8514  -2.3309
H  -3.0371  2.2057  -3.3054
H  -1.3286  3.3416  -5.1326
H  -1.0076  4.7264  -3.8134
H  -0.8746  2.4794  -2.0682
H  -0.5447  1.5079  -3.6995
H  1.4067  3.3081  -1.9860
H  1.4554  3.7695  -3.8626
H  3.0999  1.8474  -3.5869
H  1.5677  0.8545  -4.1476
H  3.0335  0.0485  -1.7254
H  2.1970  1.5648  -0.9379
H  0.4908  -0.8993  -2.2911
H  -0.1548  0.5621  -1.2381
H  1.0828  -0.0215  0.8247
H  2.2661  -1.2170  -0.0633
H  -0.7125  -1.9022  0.9990
H  -0.2264  -2.7041  -0.6390
H  -0.5914  -1.7627  3.2800
H  0.4819  -2.1889  4.7702
H  0.6087  0.3056  2.9270
H  2.3116  -0.5749  2.9928
H  1.8251  1.4280  4.8811
H  0.4525  0.3389  5.6404
H  2.5186  -1.6450  5.7827
H  2.5483  -0.2110  7.0553
H  3.9914  0.3188  4.1721
H  4.9042  -0.8227  5.4096
H  3.5559  1.8015  6.7613
H  5.4050  1.1605  6.8782
H  4.2265  2.4992  4.1451
H  4.6534  3.6629  5.6053
H  6.8052  4.5416  4.4887
H  7.6188  3.3005  3.2379
H  5.7237  3.6793  3.0804
H  2.4231  -3.9281  4.7837
H  3.7012  -5.7489  3.5164
H  3.5263  -7.1300  -0.1555
H  3.8410  -7.4857  1.6661
H  5.5382  -5.8021  -1.3620
H  5.0260  -4.3247  -0.2233
H  6.7924  -4.9815  -0.2193
H  3.4812  -4.9873  -2.9794
H  0.8606  -3.1811  -2.7128
H  0.2036  -5.7911  -2.6763
C  -10.4764  1.9480  -3.1687
C  -9.6922  3.2344  -2.9254
C  -8.3616  3.3044  -3.7097
O  -7.3104  2.5075  -3.1555
C  -7.3619  1.1362  -3.5188
N  -9.4746  3.3954  -1.4795
H  -10.0538  1.0891  -2.6402
H  -11.5087  2.0595  -2.8171
H  -10.5151  1.7083  -4.2363
H  -10.3204  4.0644  -3.2719
H  -7.9996  4.3386  -3.6659
H  -8.5066  3.0734  -4.7719
H  -7.7375  0.9904  -4.5356
H  -7.9702  0.5822  -2.8023
H  -6.3454  0.7338  -3.4654
H  -9.0357  4.3019  -1.3146
H  -8.7516  2.7242  -1.2056

Results
Multiplicity = 1
DFT total energy = -2021.353956 a.u.
Net charge = +1

---

[2]
The following is a quantum chemistry calculation of a 2-piece molecular cluster, C4H12N4O2 overall, from OMol25.

Cartesian coordinates (Å):
C  2.4635  -0.0313  0.2402
C  -1.7209  1.1744  1.0396
C  1.8450  -1.2036  -0.2744
C  -1.4660  0.7573  -0.3959
N  1.5976  -2.3497  0.2222
N  -2.6597  0.9287  -1.1113
N  -0.8752  -0.5640  -0.4777
N  -1.5595  -1.5251  -0.2368
O  -0.9163  -2.7471  -0.1646
O  -2.7105  -1.5450  0.0645
H  1.5377  0.6492  0.5057
H  3.1446  -0.3187  1.0793
H  2.8224  0.6442  -0.5819
H  -2.4982  1.8905  0.9846
H  -2.1428  0.3670  1.6539
H  -0.8554  1.5061  1.5525
H  1.4025  -0.9861  -1.2081
H  -0.6897  1.3269  -0.9260
H  2.0798  -2.3908  1.1299
H  0.0923  -2.6846  -0.1615
H  -3.5008  0.7939  -0.4758
H  -2.7871  0.3273  -1.9829

Results
Multiplicity = 3
Relative energy (zero: lowest compared OMol25 entry of this formula, charge and spin) = 0.0 kcal per mole

---

[3]
The following is a quantum chemistry calculation of C7H13NO as an isolated structure, from OMol25.

Cartesian coordinates (Å):
C  1.9721  -1.1339  -0.7382
C  0.6639  -1.1801  0.1065
C  0.3000  -0.0250  1.1585
C  0.9852  1.2865  0.9859
C  0.4298  1.7618  -0.4394
C  -0.4957  -0.3855  -0.0842
C  -1.8073  -0.9837  0.2063
H  2.3086  -0.0447  -0.8532
H  1.5981  -1.6125  -1.9479
H  2.7331  -1.5897  -0.1232
H  0.5731  -2.2399  0.4225
H  -0.3302  -0.3207  1.9263
H  2.0548  1.1275  0.9220
H  0.7019  2.0902  1.5835
H  -0.4284  2.4737  -0.2656
H  1.0139  2.3971  -1.1358
H  -2.0825  -2.1209  -0.3424
H  -1.5737  -1.4118  1.3605
H  -1.6964  0.7954  -0.7475
H  -3.6516  0.0580  -0.8348
N  -2.8067  0.2793  -0.0304
O  -0.4621  0.7788  -1.1292

Results
Multiplicity = 1
Relative energy (zero: lowest compared OMol25 entry of this formula, charge and spin) = 183.3 kcal per mole

---

[4]
The following is a quantum chemistry calculation of C35H34BN6O2P2Ti as an isolated structure, from OMol25.

Cartesian coordinates (Å):
Ti  -0.1755  2.4445  1.4374
C  0.6287  7.4603  -0.5731
N  1.0758  6.1962  -0.0163
C  2.1305  6.0114  0.8468
C  2.0794  4.7115  1.2373
N  1.0081  4.0999  0.6294
C  0.4267  5.0264  -0.1083
H  1.4955  8.0919  -0.7585
H  -0.0456  7.9608  0.1208
H  0.1207  7.2746  -1.5171
H  2.7961  6.8146  1.1078
H  2.7341  4.1744  1.9011
H  -0.4777  4.8894  -0.6801
C  1.5799  -1.6643  0.7824
P  0.1471  -0.5482  0.3793
C  -0.1929  -0.7509  -1.4055
C  -0.6932  -1.8889  -2.0366
C  -0.8327  -1.9333  -3.4147
C  -0.4669  -0.8394  -4.1872
C  0.0333  0.2994  -3.5745
C  0.1635  0.3451  -2.1935
C  -1.2125  -1.3284  1.3260
C  -1.0604  -1.2332  2.7141
C  -2.0403  -1.7014  3.5723
C  -3.2069  -2.2550  3.0601
C  -3.3816  -2.3257  1.6881
C  -2.3941  -1.8640  0.8268
P  1.9482  -3.4294  0.3729
C  2.2676  -3.4375  -1.4263
C  2.6278  -2.2917  -2.1321
C  2.9770  -2.3633  -3.4731
C  2.9802  -3.5830  -4.1321
C  2.6552  -4.7376  -3.4326
C  2.3184  -4.6658  -2.0902
C  0.3399  -4.2991  0.5657
C  -0.3928  -4.9153  -0.4447
C  -1.5725  -5.5909  -0.1568
C  -2.0402  -5.6591  1.1457
C  -1.3136  -5.0585  2.1650
C  -0.1300  -4.4014  1.8772
H  1.6035  -1.6332  1.8774
H  2.4817  -1.1066  0.5133
H  -0.9464  -2.7603  -1.4530
H  -1.2137  -2.8306  -3.8875
H  -0.5706  -0.8762  -5.2646
H  0.3174  1.1593  -4.1678
H  0.5443  1.2413  -1.7175
H  -0.1783  -0.7540  3.1268
H  -1.9028  -1.6086  4.6422
H  -3.9810  -2.6111  3.7284
H  -4.2933  -2.7409  1.2760
H  -2.5729  -1.9083  -0.2376
H  2.6353  -1.3274  -1.6430
H  3.2398  -1.4556  -4.0016
H  3.2459  -3.6368  -5.1803
H  2.6742  -5.6995  -3.9303
H  2.0909  -5.5779  -1.5496
H  -0.0464  -4.8691  -1.4687
H  -2.1286  -6.0607  -0.9592
H  -2.9644  -6.1781  1.3672
H  -1.6694  -5.1006  3.1864
H  0.4375  -3.9497  2.6839
B  3.5777  1.4624  1.2827
C  2.2595  1.4716  2.1585
N  1.2770  1.4641  2.7825
H  3.8685  0.3051  1.0666
H  4.4444  2.0263  1.9133
H  3.3083  2.0534  0.2583
C  -3.1243  1.3595  -0.1186
C  -1.8063  1.8041  0.4056
O  -1.0793  2.5354  -0.3137
H  -2.9450  0.5653  -0.8507
H  -3.6056  2.2023  -0.6188
H  -3.7542  0.9634  0.6742
O  -0.8121  3.5724  2.6964
N  -0.8685  4.8842  3.0874
C  -1.6571  5.6198  2.2334
C  -1.5466  7.0251  2.3145
N  -1.4468  8.1805  2.3427
C  -2.5387  5.0991  1.2705
N  -3.2581  4.6552  0.4719

Results
Multiplicity = 3
Relative energy (zero: lowest compared OMol25 entry of this formula, charge and spin) = 7.6 kcal per mole
Net charge = -1

---

[5]
The following is a quantum chemistry calculation of a 2-piece molecular cluster, C4H8NOS overall, from OMol25.

Cartesian coordinates (Å):
C  0.3426  0.2292  -2.3654
C  -0.9290  0.7434  -1.6485
C  1.0087  -0.8770  2.4956
C  -1.1974  0.4934  -0.4727
N  -1.6382  0.3014  0.6887
O  0.2751  0.0641  2.3358
S  2.6978  -0.8217  2.0621
H  1.1315  0.3865  -1.6360
H  0.5538  0.5391  -3.3513
H  -1.7668  1.2637  -2.2084
H  0.6275  -1.6990  3.0494
H  -1.4632  0.8980  1.4816
H  -2.1835  -0.4266  0.9621
H  0.2079  -0.8077  -2.2854
H  2.3333  -0.2869  0.8925

Results
Multiplicity = 1
Relative energy (zero: lowest compared OMol25 entry of this formula, charge and spin) = 53.1 kcal per mole
Net charge = +1

---

[6]
The following is a quantum chemistry calculation of a 2-piece molecular cluster, CH8N5O overall, from OMol25.

Cartesian coordinates (Å):
C  1.2023  0.1753  0.6364
N  0.2652  0.8061  -0.0020
N  1.4786  0.6089  1.9070
N  -0.9023  1.2173  -2.0144
N  -1.0673  -1.4412  0.5080
N  -0.0496  0.3666  -1.1754
O  -1.2306  -1.0150  -0.6874
H  1.7899  -0.7245  0.1945
H  2.2414  0.2364  2.4800
H  0.7711  1.1152  2.3125
H  -1.2614  0.5880  -2.7940
H  -1.8528  1.3331  -1.6011
H  -1.3749  -0.8777  1.3817
H  -0.5061  -2.2837  0.6929
H  0.4966  -0.1048  -1.8387

Results
Multiplicity = 1
Relative energy (zero: lowest compared OMol25 entry of this formula, charge and spin) = 76.3 kcal per mole
Net charge = +1